DFT (the ωB97M-V functional and the def2-TZVPD basis) results for 18 unconnected molecules or ions with the total composition C42H130N10O18 in a non-equilibrium geometry.

```
200
Properties=species:S:1:pos:R:3:forces:R:3
C -4.7313 -3.2078 -3.1789 0.4 -1.1 -0.5
C -4.9500 -3.2452 -1.6762 0.2 1.2 0.2
C -3.8567 -2.4074 -0.9719 -0.1 -0.5 0.8
O -4.0344 -1.0546 -1.2902 0.3 0.2 -0.7
C -3.0849 -0.2176 -0.6518 -0.6 -0.6 0.7
N -6.3004 -2.7031 -1.3461 1.1 0.3 0.5
H -5.3046 -3.9870 -3.6871 -0.3 0.1 0.1
H -3.6887 -3.4857 -3.3829 0.0 0.2 0.0
H -4.9331 -2.2711 -3.6946 -0.1 0.2 0.4
H -4.8282 -4.2640 -1.2981 -0.3 0.0 -0.2
H -2.8319 -2.7802 -1.1638 -0.1 0.2 -0.7
H -3.9081 -2.5467 0.1281 -0.5 0.2 -0.2
H -3.2378 -0.3368 0.4314 0.3 0.2 0.0
H -3.2818 0.8210 -0.9023 0.1 0.0 -0.2
H -2.0634 -0.5301 -0.8837 -0.2 0.1 -0.2
H -6.1551 -1.6999 -1.5176 -0.5 -0.2 -0.3
H -6.3378 -2.6804 -0.3204 -0.3 -0.4 -0.2
C 4.8583 5.3873 -0.5902 1.2 0.1 0.0
C 4.2298 4.5054 -1.6694 0.3 0.7 0.7
C 3.8485 3.1326 -1.1513 0.0 -0.1 0.1
O 4.9576 2.3611 -0.7553 0.0 -0.1 0.1
C 5.6219 1.7419 -1.8369 0.1 0.6 0.1
N 3.0692 5.2310 -2.1760 0.4 0.1 -0.4
H 5.4176 6.2060 -1.0553 -0.7 0.3 -0.2
H 5.7015 4.9263 -0.0618 -0.5 -0.6 0.2
H 4.1348 5.7719 0.1290 0.0 0.0 0.0
H 5.0277 4.4029 -2.4119 -0.5 -0.1 -0.4
H 3.2529 2.6046 -1.9140 0.0 -0.1 0.0
H 3.2085 3.2551 -0.2728 0.0 -0.1 0.0
H 6.3856 1.0928 -1.4152 -0.3 -0.4 0.0
H 6.1685 2.4654 -2.4598 -0.2 0.0 0.0
H 4.8696 1.2372 -2.4530 0.3 -0.4 -0.1
H 2.6692 4.7653 -2.9822 -0.2 0.0 0.2
H 2.3650 5.3326 -1.4436 0.1 -0.3 -0.4
C -1.2459 -9.1380 0.2685 0.7 -0.1 0.5
C -2.2740 -8.0431 0.0193 0.3 -0.3 0.1
C -1.7384 -7.0409 -0.9784 -0.6 0.7 -0.1
O -0.5242 -6.4617 -0.5396 0.1 -0.6 -0.5
C -0.1040 -5.5041 -1.4866 -0.2 0.8 0.3
N -3.5431 -8.6187 -0.4788 0.5 0.4 -0.1
H -0.8556 -9.5382 -0.6726 -0.3 -0.2 0.0
H -1.6529 -9.9373 0.8934 -0.2 -0.1 -0.3
H -0.3485 -8.8257 0.8062 -0.2 0.5 0.0
H -2.4755 -7.4908 0.9418 -0.1 -0.2 0.1
H -2.4571 -6.2136 -1.1028 -0.2 -0.2 0.0
H -1.6352 -7.5092 -1.9706 0.2 -0.1 0.1
H 0.8912 -5.1481 -1.2261 0.1 -0.2 0.1
H -0.7755 -4.6357 -1.4309 0.0 0.1 -0.1
H -0.1276 -5.8370 -2.5270 0.1 -0.4 0.1
H -3.3356 -9.0276 -1.3894 -0.2 0.0 0.1
H -3.7493 -9.4058 0.1274 -0.2 0.0 -0.1
C -0.0595 0.6518 0.9448 -0.5 -1.9 -0.2
C 0.5978 1.1411 -0.3238 0.3 2.0 0.0
C 0.6165 0.1113 -1.4302 -0.3 -0.2 0.4
O 1.4422 -0.9639 -1.0247 0.2 0.2 -0.6
C 1.5565 -1.8747 -2.1036 -0.3 -0.6 0.5
N -0.1267 2.3737 -0.7497 0.0 -0.6 -0.5
H -0.8798 0.0098 0.5889 0.1 0.1 0.4
H -0.5579 1.3317 1.6316 0.5 0.6 -0.2
H 0.5690 -0.0271 1.5227 0.2 0.2 0.0
H 1.6374 1.4634 -0.1827 0.2 -0.5 0.4
H 0.9777 0.5062 -2.3878 0.2 0.4 0.0
H -0.3976 -0.2596 -1.6321 0.1 0.0 0.1
H 2.2167 -2.6832 -1.7990 0.0 0.0 0.1
H 1.9642 -1.4169 -3.0099 0.0 0.1 0.1
H 0.5618 -2.2830 -2.3108 0.1 -0.1 -0.2
H 0.2573 2.6760 -1.6448 -0.1 0.0 0.0
H 0.1342 3.1174 -0.1102 -0.1 0.0 -0.1
C 0.4192 4.3350 2.5114 0.6 -0.7 -0.6
C 1.5555 5.1094 1.8024 -1.0 0.2 0.7
C 1.0786 5.9884 0.6820 -0.3 0.6 -1.8
O 0.6567 5.2080 -0.4570 -0.2 -0.3 0.6
C -0.0956 5.9483 -1.4096 0.5 -0.1 0.7
N 2.2041 5.9674 2.7985 1.0 -0.5 -0.1
H 0.8911 3.6510 3.2214 0.0 0.3 0.4
H -0.1511 3.6360 1.8893 -0.2 0.5 -0.2
H -0.2397 5.0377 3.0170 -0.1 -0.1 0.0
H 2.2784 4.4007 1.3887 0.1 0.1 0.1
H 1.8614 6.6332 0.2558 0.3 0.0 0.7
H 0.2628 6.6738 0.9574 0.0 -0.3 0.3
H 0.4609 6.8383 -1.7281 -0.1 0.1 0.1
H -1.0524 6.2075 -0.9540 -0.2 0.1 -0.3
H -0.2077 5.3053 -2.2752 -0.2 -0.1 0.0
H 2.6424 5.3187 3.4545 0.0 0.4 0.1
H 1.5336 6.4836 3.3573 -0.2 -0.1 -0.2
C -5.3517 4.3404 2.2233 -0.1 0.5 0.5
C -4.4767 5.1591 3.1840 0.6 0.0 -0.6
C -3.1417 4.4717 3.4599 0.2 0.9 -0.1
O -3.3728 3.2669 4.1285 0.2 0.3 0.0
C -2.2336 2.5100 4.4352 0.1 -1.1 -0.8
N -4.2954 6.4715 2.5568 0.6 0.6 -0.5
H -5.0839 4.5529 1.1878 0.2 0.0 0.0
H -6.3706 4.7026 2.3645 -0.2 -0.4 -0.1
H -5.2455 3.2700 2.3806 -0.3 0.0 0.2
H -4.9513 5.3415 4.1506 -0.2 -0.3 -0.1
H -2.5247 5.1515 4.0781 -0.1 -0.1 0.2
H -2.5781 4.4092 2.5126 -0.2 -0.6 0.0
H -2.6196 1.6727 5.0138 0.4 0.1 0.4
H -1.3800 3.0128 4.9048 -0.5 0.4 0.4
H -1.8032 2.0428 3.5364 -0.1 0.1 -0.1
H -4.0805 6.3714 1.5658 -0.3 -0.3 0.0
H -3.4683 6.9810 2.8719 -0.3 -0.2 0.6
C 2.2085 -8.4445 -0.0874 0.5 0.1 -0.4
C 3.6856 -8.1507 0.1720 -0.2 0.0 -0.5
C 3.8388 -7.0520 1.2162 -0.2 -0.6 0.8
O 3.3417 -5.8008 0.8246 0.1 0.2 -0.5
C 4.1678 -5.1196 -0.1221 0.0 -0.6 0.3
N 4.3051 -9.4096 0.6033 0.2 0.2 0.5
H 2.1520 -9.1362 -0.9331 -0.2 -0.1 0.1
H 1.6207 -7.5637 -0.3387 0.1 0.1 0.1
H 1.7931 -8.9156 0.8008 0.0 -0.1 0.0
H 4.1665 -7.8157 -0.7577 -0.2 0.2 0.0
H 4.8711 -7.0093 1.5980 0.1 0.3 -0.3
H 3.2403 -7.3362 2.0886 0.0 -0.1 0.0
H 3.7502 -4.1264 -0.2619 0.2 0.1 0.1
H 4.2011 -5.6425 -1.0864 -0.1 0.1 0.1
H 5.1902 -5.0890 0.2796 -0.1 0.3 -0.1
H 4.3229 -10.0630 -0.1695 0.0 0.0 0.0
H 5.2698 -9.2678 0.8897 -0.1 0.0 -0.1
C -0.3294 -3.1218 1.1129 -1.0 -0.1 -0.5
C -1.4838 -3.2309 2.0984 0.9 -0.5 0.9
C -2.5094 -4.2686 1.6641 0.0 0.6 -0.5
O -3.7125 -4.1438 2.3896 0.0 -0.1 -0.2
C -4.6926 -5.0364 1.8636 0.2 0.6 0.6
N -0.9161 -3.5166 3.4285 -0.7 0.7 0.6
H -0.7983 -2.7350 0.1991 0.5 -0.1 -0.2
H 0.0954 -4.1080 0.9187 0.1 0.0 0.0
H 0.4437 -2.4314 1.4348 0.0 0.0 0.1
H -1.9548 -2.2470 2.1704 -0.3 -0.1 0.0
H -2.1144 -5.2830 1.7766 0.2 -0.1 -0.1
H -2.7160 -4.0632 0.6024 0.0 -0.5 0.0
H -4.3521 -6.0732 1.9555 -0.1 0.0 -0.1
H -4.9018 -4.7953 0.8152 0.0 -0.1 0.1
H -5.5769 -4.8656 2.4752 -0.1 -0.2 -0.2
H -1.6818 -3.6047 4.0946 0.1 -0.1 0.0
H -0.3831 -4.3757 3.4897 0.1 0.0 -0.4
C -4.2250 5.4370 -4.3876 -0.1 0.9 -0.2
C -2.7918 4.9254 -4.5661 -1.3 -0.4 1.2
C -1.8282 6.0592 -4.3339 0.0 1.4 -0.8
O -2.0552 7.0795 -5.2985 -0.2 -0.3 -0.5
C -1.1375 8.1295 -5.1831 -0.1 0.4 0.4
N -2.5674 3.9544 -3.4647 0.5 -0.1 -0.6
H -4.3710 5.7853 -3.3636 0.1 0.0 0.0
H -5.0150 4.7170 -4.5996 0.3 -0.3 0.0
H -4.3794 6.2921 -5.0535 -0.1 -0.1 0.0
H -2.7834 4.4575 -5.5547 0.8 0.2 -0.1
H -0.7517 5.8456 -4.3913 -0.1 -0.7 0.1
H -2.0314 6.5123 -3.3537 0.1 -0.3 0.2
H -1.4326 8.9548 -5.8287 -0.2 -0.2 -0.2
H -0.1185 7.8377 -5.4614 0.0 -0.1 0.1
H -1.1583 8.5184 -4.1560 0.3 0.0 0.0
H -2.8697 3.0529 -3.8230 0.0 -0.1 0.4
H -1.5615 3.8588 -3.3321 -0.3 -0.3 -0.2
C 3.1764 1.6999 3.5863 0.6 -0.2 -0.2
C 3.7014 1.9764 4.9859 -0.1 -0.7 0.8
C 2.9016 3.0615 5.7009 -0.2 0.6 -0.2
O 3.1660 4.3789 5.2170 -0.4 -0.1 0.0
C 4.4297 4.9082 5.5081 0.9 0.2 -1.0
N 3.6655 0.6990 5.7338 -0.5 0.2 0.7
H 2.1317 1.3769 3.5870 -0.1 0.2 0.1
H 3.7456 0.8563 3.1914 0.0 0.1 -0.1
H 3.3253 2.5456 2.9127 -0.2 0.1 0.0
H 4.7627 2.2324 4.9916 -0.1 0.2 -0.4
H 2.9846 3.0792 6.7949 0.4 -0.3 0.0
H 1.8440 2.8807 5.4764 0.0 0.1 0.1
H 4.5530 5.8145 4.9079 -0.4 0.2 0.2
H 5.2311 4.2835 5.0942 0.0 -0.2 0.5
H 4.6277 5.1606 6.5518 -0.3 -0.3 0.2
H 2.6969 0.4650 5.9667 0.1 -0.1 -0.4
H 4.0661 0.8358 6.6626 0.2 0.0 -0.3
O -2.9035 3.9424 -0.5266 0.3 0.1 -0.2
H -2.6230 3.9487 -1.4682 -0.5 0.0 0.4
H -2.2199 3.4219 -0.0869 0.0 -0.1 -0.1
O 4.0809 -1.6933 0.0666 0.2 0.0 -0.2
H 4.5931 -1.9131 -0.7305 -0.3 0.1 0.2
H 3.2973 -1.2377 -0.2751 0.1 0.0 0.1
O 4.7269 -2.2403 -2.6999 0.1 -0.1 -0.5
H 5.2451 -1.7462 -3.3453 0.0 0.0 0.1
H 4.2908 -2.9488 -3.2094 0.0 0.1 0.3
O -0.1475 -4.0085 -4.5422 -0.1 0.1 0.3
H -1.0070 -4.4116 -4.7108 0.1 0.0 0.0
H -0.3471 -3.0977 -4.2528 0.1 -0.2 -0.3
O 3.1471 -4.4899 -3.7738 0.1 -0.1 -0.2
H 2.2034 -4.7007 -3.7967 0.0 0.2 0.0
H 3.4946 -4.8231 -4.6110 -0.1 0.0 0.2
O 0.0625 3.0238 -4.2878 0.6 0.0 -0.2
H 0.3356 2.2878 -4.8486 0.0 0.1 0.0
H 0.6558 3.7485 -4.5334 -0.1 -0.2 0.0
C -1.5083 -0.3397 -4.0951 -1.2 -0.7 0.9
O -0.4261 -1.1999 -4.4219 0.0 0.5 -0.3
H -2.0591 -0.8891 -3.3210 0.0 0.2 0.0
H -1.2643 0.6235 -3.6439 0.4 0.0 -0.2
H -2.2609 -0.2107 -4.8798 0.5 0.1 -0.4
H 0.3355 -0.7036 -4.7320 -0.1 0.0 -0.1
C -0.2889 -0.5267 5.3926 -0.2 -0.1 0.3
O -0.5490 -0.4274 4.0080 0.3 -0.5 -0.1
H -0.2355 0.4932 5.7752 -0.2 -0.1 0.2
H -1.0834 -1.1039 5.8820 -0.1 0.4 0.2
H 0.6356 -1.0487 5.6751 0.2 0.1 -0.5
H -0.5908 -1.3494 3.6967 0.1 0.1 -0.1
```
Positions in Å, forces in eV/Å.

Results
ΔE to the lowest compared entry with this formula, charge and spin, kcal/mol: 0.00
Spin multiplicity: 1
Orbital gap, hartree: 0.309
Energy, eV: -97412.9396

***

DFT (the ωB97M-V functional and the def2-TZVPD basis) results for a molecular structure, C42H26BrF14MnN3O3P.

```
91
Properties=species:S:1:pos:R:3:forces:R:3
Mn 0.4964 1.2750 -0.2722 0.3 0.4 0.0
C 0.0522 3.9943 0.6607 0.0 0.0 0.0
N -0.6162 2.6819 0.7934 -0.1 0.0 0.0
C -0.6246 2.2147 2.1923 0.0 0.0 0.0
C 0.7765 1.7698 2.5720 0.0 -0.1 0.0
N 1.2999 0.9537 1.4764 -0.2 0.1 0.1
C 2.5523 0.3940 1.6007 0.1 -0.1 0.0
C 2.9603 -0.4970 0.5998 0.0 0.1 0.0
F 2.0968 -0.7410 -0.4027 0.1 -0.1 0.2
C 4.1738 -1.1401 0.5833 0.0 0.0 -0.1
F 4.4788 -1.9699 -0.4213 0.0 0.0 0.0
C 5.0725 -0.9408 1.6146 0.0 0.1 0.0
F 6.2553 -1.5573 1.6193 0.1 0.0 0.0
C 4.7165 -0.0798 2.6324 0.0 0.0 -0.1
F 5.5663 0.1403 3.6363 0.0 0.0 0.0
C 3.4971 0.5784 2.6201 -0.1 0.0 0.0
F 3.2683 1.4099 3.6539 -0.1 0.1 0.0
C -1.9547 2.6896 0.1637 0.0 0.0 0.0
C -1.7641 2.6779 -1.3408 0.0 -0.1 0.0
N -0.8430 1.5792 -1.6213 -0.1 0.0 0.1
C -0.6260 1.1928 -2.9292 0.1 -0.1 -0.1
C -0.9377 1.8895 -4.1021 0.0 -0.1 0.1
F -1.4997 3.1058 -4.0611 0.0 0.1 0.1
C -0.6597 1.3753 -5.3575 0.1 0.0 0.0
F -0.9552 2.0950 -6.4393 0.0 0.0 0.0
C -0.0405 0.1504 -5.5059 0.0 0.1 0.0
F 0.2463 -0.3213 -6.7171 0.0 0.0 -0.1
C 0.2940 -0.5667 -4.3716 -0.1 0.0 0.1
F 0.8925 -1.7522 -4.4756 0.1 0.0 0.0
C -0.0069 -0.0476 -3.1338 0.0 0.0 0.0
F 0.3315 -0.7591 -2.0407 -0.1 0.0 -0.1
H -0.5590 4.7636 1.1426 0.0 0.0 0.0
H 0.2228 4.2338 -0.3868 0.0 0.0 0.0
H 1.0272 3.9537 1.1409 0.0 0.0 0.0
H -1.3121 1.3719 2.2393 0.0 0.0 0.0
H -0.9959 2.9975 2.8628 0.0 0.0 0.0
H 0.7282 1.1977 3.5047 0.0 0.0 0.0
H 1.4017 2.6415 2.7778 0.0 0.0 0.0
H -2.5374 3.5514 0.5043 0.0 0.0 0.0
H -2.4641 1.7736 0.4714 0.0 0.0 0.0
H -1.3866 3.6412 -1.6906 0.0 0.0 0.0
H -2.7302 2.5131 -1.8277 0.0 0.0 0.0
F -5.1567 -5.5958 -0.9212 0.0 0.0 0.0
C -4.4043 -4.6599 -0.3585 0.0 0.0 0.0
C -3.9410 -4.8265 0.9316 0.0 0.0 0.0
F -4.2606 -5.9189 1.6167 0.0 -0.1 0.0
C -3.1588 -3.8397 1.5053 0.0 0.0 0.0
F -2.7929 -4.0323 2.7722 0.1 0.0 0.1
C -2.7947 -2.6856 0.8234 0.0 0.0 0.0
P -1.6921 -1.4020 1.5603 0.0 0.1 0.0
C -2.7558 -0.8070 2.9269 0.0 0.0 0.0
C -4.1441 -0.7935 2.7915 0.0 0.0 0.0
C -4.9460 -0.2108 3.7623 0.0 0.0 0.0
C -4.3755 0.3695 4.8854 0.0 0.0 0.0
C -2.9952 0.3732 5.0259 0.0 0.0 0.0
C -2.1929 -0.2018 4.0519 0.0 0.0 0.0
C -0.3800 -2.3970 2.3594 0.0 -0.1 0.0
C -0.3140 -2.7573 3.7036 0.0 0.0 0.0
C 0.7759 -3.4666 4.1838 0.0 0.0 0.0
C 1.8014 -3.8435 3.3261 0.0 0.0 0.0
C 1.7329 -3.5104 1.9821 0.0 0.0 0.0
C 0.6536 -2.7795 1.5069 0.0 0.0 0.0
C -3.3092 -2.5250 -0.4681 0.0 0.0 0.0
Br -3.0127 -0.9521 -1.4606 0.0 0.0 0.0
C -4.0969 -3.5015 -1.0510 0.0 0.0 0.0
F -4.5883 -3.3545 -2.2788 0.0 0.0 0.0
H -4.6105 -1.2403 1.9216 0.0 0.0 0.0
H -6.0216 -0.2156 3.6402 0.0 0.0 0.0
H -5.0020 0.8164 5.6461 0.0 0.0 0.0
H -2.5376 0.8243 5.8973 0.0 0.0 0.0
H -1.1162 -0.1847 4.1766 0.0 0.0 0.0
H -1.1195 -2.5001 4.3777 0.0 0.0 0.0
H 0.8187 -3.7361 5.2314 0.0 0.0 0.0
H 2.6488 -4.4003 3.7051 0.0 0.0 0.0
H 2.5223 -3.8091 1.3033 0.0 0.0 0.0
H 0.6119 -2.5033 0.4610 0.0 0.0 -0.1
O 3.7101 0.2341 -2.5925 -0.1 0.0 0.0
C 3.3740 0.9728 -3.6804 0.0 0.0 0.0
C 3.7752 0.5619 -4.9510 0.0 0.0 0.0
C 3.4697 1.3144 -6.0697 0.0 0.0 0.0
C 2.7663 2.5046 -5.9392 0.0 0.0 0.0
C 2.3595 2.9057 -4.6808 0.0 0.0 0.0
C 2.6335 2.1537 -3.5374 0.2 0.1 0.1
C 2.0340 2.6525 -2.2529 -0.6 -0.2 0.0
O 1.4769 3.7385 -2.2208 0.1 0.1 0.0
O 2.0307 1.8179 -1.2426 0.3 -0.1 -0.3
H 4.1800 -0.5540 -2.8855 0.0 0.0 0.0
H 4.3359 -0.3615 -5.0521 0.0 0.0 0.0
H 3.7865 0.9694 -7.0456 0.0 0.0 0.0
H 2.5278 3.1019 -6.8088 0.0 0.0 0.0
H 1.8000 3.8218 -4.5429 0.0 0.0 0.0
```
Positions in Å, forces in eV/Å.

Results
Spin multiplicity: 5
Orbital gap (alpha / beta), hartree: 0.233 / 0.301
Energy, eV: -203284.1013

***

> Which of these has the highest spin multiplicity?

C42H26BrF14MnN3O3P

***

> Among the records above, which one has the lowest spin multiplicity?

C42H130N10O18